Entry 1:
The following is a quantum chemistry calculation of C42H38ClN5O2STi as an isolated structure, from OMol25.

**Relative energy (zero: lowest compared OMol25 entry of this formula, charge and spin)**: 0.0153 eV
**Max |F|**: 0.5 eV/A
**Orbital gap**: 0.252 Eh
**Total charge**: +2
**E**: -3755.08717 hartree

Structure (XYZ):
```
90
Properties=species:S:1:pos:R:3:forces:R:3
Ti 0.093807 -0.010046 -0.151771 -0.10 -0.43 0.16
O 1.357913 1.174947 -0.457076 0.01 -0.10 -0.09
C 1.383168 2.602447 -0.676324 0.01 0.14 0.04
C -0.051158 3.113834 -0.398910 0.02 -0.07 0.00
C -0.657685 2.742026 0.928107 -0.01 0.07 0.00
C -1.233516 3.716489 1.721903 0.00 -0.02 0.02
C -1.757496 3.367088 2.954693 0.01 -0.01 -0.01
C -1.633772 2.059027 3.382093 0.00 0.03 -0.02
C -1.053120 1.111384 2.552620 -0.04 0.00 0.04
C -0.875054 -0.288020 3.090995 0.05 -0.01 -0.04
C 0.333754 -1.069609 2.565201 -0.03 0.03 0.11
O 0.083637 -1.182165 1.150649 0.00 0.30 -0.39
C 0.323444 -2.460527 3.179482 0.05 0.01 0.03
C -0.200913 -3.551424 2.500363 -0.02 0.00 -0.01
C -0.243929 -4.796206 3.116142 0.00 0.00 -0.01
C 0.227872 -4.953008 4.409290 0.01 0.01 0.01
C 0.752813 -3.861823 5.089766 -0.01 -0.01 -0.01
C 0.804538 -2.621160 4.475860 0.01 0.00 -0.02
C 1.680345 -0.381831 2.732247 0.01 -0.02 0.02
C 2.771952 -0.938416 2.064671 0.00 0.01 0.03
C 4.026072 -0.362054 2.169728 -0.01 -0.04 -0.03
C 4.206355 0.775899 2.946529 -0.02 0.01 0.02
C 3.129615 1.324506 3.622519 0.04 0.00 -0.01
C 1.870234 0.745193 3.518762 -0.03 -0.01 0.00
N -0.634530 1.444536 1.310573 -0.02 -0.06 -0.04
C 2.478523 3.183171 0.202265 0.01 -0.05 0.00
C 3.787111 2.778370 -0.058831 0.00 0.02 0.04
C 4.845029 3.291534 0.669193 -0.02 -0.02 -0.04
C 4.609211 4.227766 1.669145 -0.01 0.00 0.01
C 3.313785 4.637026 1.933738 0.02 0.01 0.02
C 2.250840 4.115422 1.203894 -0.01 -0.02 -0.04
C 1.664575 2.878048 -2.152324 0.01 0.01 0.00
C 2.031762 4.166500 -2.530882 0.01 -0.01 0.01
C 2.221165 4.477311 -3.867781 0.00 0.00 0.00
C 2.053553 3.503242 -4.843496 0.00 0.01 0.01
C 1.694095 2.218032 -4.472621 -0.01 -0.02 0.00
C 1.495894 1.907461 -3.131798 -0.01 0.01 0.01
H -0.680242 2.728565 -1.208736 0.00 0.00 0.01
H -0.061924 4.196673 -0.513626 -0.01 0.01 0.01
H -1.258337 4.740772 1.376274 0.00 0.00 -0.01
H -2.222741 4.111693 3.586843 0.00 0.00 0.00
H -1.974588 1.762515 4.364510 0.00 -0.01 0.00
H -1.757639 -0.897523 2.873638 -0.01 0.01 -0.01
H -0.818998 -0.230667 4.178220 -0.01 0.01 0.00
H -0.571111 -3.437243 1.489559 0.00 0.00 0.00
H -0.649709 -5.644711 2.581311 0.00 0.00 0.00
H 0.191282 -5.922849 4.886311 0.00 0.00 0.00
H 1.128867 -3.979078 6.097026 0.00 0.00 0.00
H 1.235717 -1.777450 5.002809 0.00 -0.01 0.01
H 2.636941 -1.851246 1.493787 0.01 0.00 0.00
H 4.872335 -0.814390 1.668052 0.00 0.00 0.00
H 5.187918 1.220437 3.037652 0.00 0.01 0.00
H 3.267095 2.201153 4.241148 0.00 0.00 0.00
H 1.048141 1.182246 4.072476 0.01 0.00 -0.01
H 3.979603 2.082988 -0.869036 0.02 0.00 0.01
H 5.856354 2.977506 0.446651 0.00 0.00 0.00
H 5.436350 4.644103 2.228470 0.00 0.00 0.00
H 3.123717 5.375220 2.701722 0.00 0.00 0.00
H 1.252496 4.467901 1.419581 -0.01 0.01 0.01
H 2.188179 4.926321 -1.774175 0.00 0.01 -0.01
H 2.510039 5.481141 -4.148307 0.00 0.00 0.00
H 2.209838 3.745601 -5.885685 0.00 0.00 0.00
H 1.573439 1.449630 -5.225504 0.00 0.00 -0.01
H 1.228731 0.893916 -2.860138 0.02 0.00 -0.01
C -0.385841 -5.564579 -2.717793 0.00 0.02 -0.03
C -0.536302 -4.266896 -3.518992 0.01 -0.07 0.02
C 0.244577 -3.152903 -2.908188 0.04 0.04 0.02
N -0.255918 -2.224281 -2.181420 -0.10 -0.03 0.00
N 0.694328 -1.351950 -1.694467 0.08 0.20 0.16
C 1.934712 -1.653544 -2.059142 -0.04 -0.12 -0.16
N 3.015847 -0.964093 -1.696894 0.00 0.00 0.04
S 1.987029 -3.047716 -3.072608 0.01 0.04 0.07
H -0.969719 -6.356823 -3.181747 0.00 0.00 0.00
H -0.740596 -5.430071 -1.696269 0.01 0.00 0.01
H 0.653558 -5.892383 -2.681962 0.00 -0.01 0.00
H -1.578905 -3.952029 -3.549269 0.00 0.02 0.01
H -0.207104 -4.419133 -4.548214 -0.01 0.02 -0.01
H 2.915183 -0.110320 -1.163700 0.01 -0.01 0.00
H 3.931107 -1.239876 -2.007582 0.00 0.01 -0.01
Cl -5.464666 -0.832225 0.046016 -0.02 -0.02 0.02
C -4.152876 -0.259478 -0.891639 0.03 -0.07 -0.11
C -4.350744 0.316593 -2.139477 0.01 0.01 -0.02
C -3.247302 0.756811 -2.854658 -0.01 -0.01 0.03
C -1.989797 0.628927 -2.301079 -0.02 -0.01 -0.02
N -1.809908 0.083764 -1.087870 0.11 0.05 0.05
C -2.865325 -0.379528 -0.405832 -0.05 0.09 0.14
H -5.351632 0.411530 -2.539051 0.00 0.00 0.00
H -3.360535 1.201317 -3.832901 0.00 0.00 0.00
H -1.104642 0.963172 -2.829271 0.00 0.00 0.01
H -2.677894 -0.842551 0.554703 0.00 0.01 0.00
```
Positions in Å, forces in eV/Å.

These are the Mulliken partial charges, in e, on atoms 1 to 4: 0.4576, 0.8571, 2.7639, -2.7465

***

Entry 2:
The following is a quantum chemistry calculation of C42H38FGeMgN3O8 as an isolated structure, from OMol25.

**Relative energy (zero: lowest compared OMol25 entry of this formula, charge and spin)**: 0.0000 eV
**Max |F|**: 0.4 eV/A
**Expectation value of S²**: 0.753
**Orbital gap (alpha / beta)**: 0.220 / 0.268 Eh
**Total charge**: -1
**E**: -4766.67018 hartree
**Multiplicity**: 2

Structure (XYZ):
```
94
Properties=species:S:1:pos:R:3:forces:R:3
Mg 0.477231 0.050019 1.375622 0.16 0.08 -0.09
O 3.865093 -1.765143 2.983518 -0.06 -0.02 -0.02
C 2.796803 -1.575721 2.410934 0.09 -0.07 0.05
O 2.175702 -0.464646 2.302555 -0.23 0.15 -0.07
C 2.049507 -2.788273 1.825285 0.10 -0.07 0.05
C 0.665577 -2.893280 2.483688 -0.08 0.08 0.13
C 0.065188 -4.283474 2.263335 0.06 -0.02 0.05
C -0.320585 -4.213194 0.767270 -0.01 -0.01 -0.07
C 0.125818 -2.797479 0.400270 -0.12 0.06 -0.04
O -0.161511 -2.070084 1.626760 0.02 -0.02 -0.10
C 1.646831 -2.692043 0.316474 0.08 -0.12 -0.10
C 2.111444 -1.395648 -0.377051 0.18 0.00 -0.01
O 3.268343 -1.329662 -0.773383 -0.08 -0.01 -0.07
O 1.214571 -0.477826 -0.478014 -0.01 0.17 0.27
H 2.646705 -3.676658 2.025610 0.01 0.02 -0.02
H 0.612652 -2.506018 3.498842 0.02 -0.01 -0.01
H -0.810931 -4.437734 2.893950 0.00 0.02 0.00
H 0.790687 -5.065715 2.486319 -0.01 -0.01 0.00
H -1.397512 -4.320062 0.629866 0.01 0.00 0.00
H 0.177341 -4.964272 0.153803 0.01 0.00 0.01
H -0.399470 -2.323407 -0.423563 0.00 0.00 0.00
H 2.078857 -3.522116 -0.244435 0.00 0.01 0.02
C -6.606139 1.520591 3.666941 -0.02 0.00 0.01
C -6.412396 0.219015 2.899916 0.03 -0.03 0.00
C -7.554068 0.006637 1.916732 -0.01 0.04 0.03
C -7.395632 -1.317198 1.194982 -0.02 -0.04 -0.01
C -6.047157 -1.384555 0.535843 0.12 0.03 0.00
C -5.839888 -2.163125 -0.579163 -0.01 0.00 0.00
C -4.587369 -2.217689 -1.185083 -0.04 0.00 0.02
F -4.452672 -2.999420 -2.275930 0.03 0.00 -0.01
C -3.526517 -1.507726 -0.708844 -0.09 0.00 0.04
C -3.716681 -0.705639 0.426491 0.01 -0.03 -0.01
C -2.567280 0.033089 0.950989 0.11 0.08 -0.10
O -1.479209 0.011933 0.357576 0.12 -0.07 0.08
C -2.797927 0.786861 2.143516 -0.09 -0.07 0.05
C -4.042606 0.837251 2.666961 -0.01 0.09 0.04
N -5.126824 0.181292 2.171089 0.04 0.02 0.01
C -4.967649 -0.633191 1.054566 -0.04 -0.06 -0.07
C -1.624328 1.517553 2.767718 -0.20 -0.04 -0.12
O -1.744514 2.731023 2.991262 0.01 0.01 0.06
O -0.612829 0.790376 2.953513 0.16 0.07 -0.14
H -7.644744 1.575311 3.993542 0.01 0.00 0.02
H -6.401915 2.382457 3.030321 -0.01 0.00 -0.02
H -5.983453 1.592946 4.556227 0.01 -0.01 0.00
H -6.411213 -0.618386 3.609267 -0.04 0.02 0.01
H -7.562481 0.833653 1.200359 0.00 0.00 -0.01
H -8.494461 0.039155 2.468724 0.00 -0.01 -0.01
H -8.178961 -1.456699 0.448537 0.00 0.01 0.00
H -7.495304 -2.137130 1.914304 -0.01 0.01 0.00
H -6.652170 -2.740534 -1.003336 -0.01 0.00 0.00
H -2.552625 -1.540916 -1.179123 0.02 0.01 0.00
H -4.218493 1.446291 3.539881 0.02 0.02 -0.01
C -2.350598 1.540121 -2.570620 -0.01 0.09 0.09
Ge -0.438756 1.018884 -2.413018 -0.14 -0.01 -0.19
C 0.530034 2.609335 -3.071128 0.15 0.02 -0.01
C -0.005655 3.389884 -4.094870 -0.10 -0.02 -0.04
C 0.659223 4.512926 -4.566294 0.03 0.06 -0.02
C 1.877234 4.884128 -4.013032 -0.01 0.00 0.00
C 2.421777 4.123743 -2.988514 -0.01 -0.02 0.01
C 1.752191 2.998592 -2.527036 0.04 -0.07 0.10
C -0.213316 -0.432622 -3.733164 -0.17 -0.14 0.02
C -1.346767 -1.054014 -4.200950 -0.04 0.00 0.01
C -1.298421 -2.059118 -5.194507 0.05 0.00 0.00
C -0.101197 -2.436002 -5.724975 -0.01 0.00 0.01
C 1.103643 -1.853455 -5.256130 -0.01 -0.06 -0.07
C 2.360382 -2.255162 -5.769799 0.03 0.02 0.02
C 3.517110 -1.723666 -5.274134 -0.01 -0.03 -0.02
C 3.469785 -0.776522 -4.231640 -0.01 0.02 0.05
C 2.269270 -0.357579 -3.734133 0.04 -0.06 0.04
C 1.050290 -0.869778 -4.239736 0.05 0.14 0.11
H -2.678880 1.532949 -3.612220 0.02 0.01 -0.04
H -2.449636 2.555493 -2.183373 -0.01 -0.01 0.02
H -3.012814 0.893339 -1.996148 0.04 -0.04 0.00
H -0.956219 3.120615 -4.544572 0.01 -0.02 0.02
H 0.225213 5.098313 -5.368654 0.01 0.01 0.00
H 2.396805 5.762162 -4.377269 0.00 0.00 -0.01
H 3.368184 4.402375 -2.541221 0.00 0.02 -0.01
H 2.188137 2.416829 -1.721323 -0.04 0.02 -0.06
H -2.321975 -0.770012 -3.822736 -0.02 0.05 0.02
H -2.219431 -2.515200 -5.537251 -0.01 -0.01 0.00
H -0.046534 -3.193288 -6.499396 -0.01 0.00 0.00
H 2.385434 -3.004301 -6.553539 0.01 0.00 0.00
H 4.474952 -2.049170 -5.661521 0.00 0.00 0.00
H 4.385419 -0.405482 -3.791424 0.02 0.00 -0.01
H 2.246986 0.322618 -2.893907 0.01 -0.02 0.01
N 0.764882 3.290139 1.533513 0.15 -0.10 0.14
C 1.722215 4.232224 1.577797 -0.01 0.01 -0.05
C 2.885049 3.657233 1.112825 -0.02 0.01 0.02
C 2.534456 2.325004 0.835641 0.00 0.12 -0.16
N 1.253582 2.123980 1.088513 -0.16 -0.36 0.13
H -0.133540 3.282173 2.014491 -0.11 0.08 0.00
H 1.504084 5.226332 1.928986 0.02 0.00 0.01
H 3.847672 4.123034 0.999874 0.01 0.01 0.01
H 3.133210 1.504986 0.468907 0.01 -0.01 0.01
```
Positions in Å, forces in eV/Å.

These are the Mulliken partial charges, in e, on atoms 1 to 4: 2.7671, -0.8290, 0.0017, -0.9192

***

Question: Which formula does entry 2 have?
Answer: C42H38FGeMgN3O8

***

Question: Which of these has the lowest relative energy (zero: lowest compared OMol25 entry of this formula, charge and spin)?
Answer: C42H38FGeMgN3O8

***

Question: Which formula does entry 2 have?
Answer: C42H38FGeMgN3O8

***

Question: Which of these has the highest total charge?
Answer: C42H38ClN5O2STi